# 1
Here is a structure of composition C41H55F6N18O6S in a non-equilibrium geometry from OMol25. Energies are from the ωB97M-V functional and the def2-TZVPD basis.

Lowest unoccupied orbital energy (eV): 1.565
HOMO level (hartree): -0.1855
Orbital gap (eV): 6.6124
Total charge: -1
Energy above the lowest of the compared OMol25 structures with the same formula, charge and spin (kJ/mol): 521.9

Atoms and positions in Å:
H1 8.936 2.124 1.047
C1 4.259 8.102 -0.669
H2 2.792 4.152 8.078
F1 -1.950 -2.947 -2.740
N1 -8.074 -3.698 2.444
H3 7.244 1.587 0.954
S1 -1.519 -0.099 -0.520
N2 4.255 6.627 1.599
C2 -1.419 -5.445 -4.981
H4 0.409 9.510 -3.596
H5 -12.775 -4.580 3.011
H6 -6.886 1.514 3.049
F2 -0.834 -3.744 -0.361
F3 -4.133 -3.147 -2.016
H7 0.956 3.370 -2.866
O1 -4.990 -4.874 1.380
N3 -0.570 5.647 -4.582
N4 2.400 1.999 -1.862
C3 -2.957 -3.460 1.040
O2 -3.978 -0.563 -1.501
H8 2.815 -6.154 -7.284
N5 -1.444 -6.943 -2.745
C4 6.176 1.132 3.651
H9 -0.254 4.075 -1.773
N6 4.154 -6.335 -6.450
C5 -2.808 -2.728 -1.580
H10 4.824 3.666 -0.515
H11 6.636 -1.320 8.583
C6 5.157 -6.805 -5.994
H12 3.298 8.001 -1.178
H13 3.093 5.585 7.075
H14 6.298 -7.547 -4.346
H15 2.517 -5.367 -5.724
H16 1.254 8.429 -2.466
N7 -9.597 -4.268 2.437
N8 3.563 9.907 -4.175
H17 4.426 9.153 -0.429
C7 -1.432 -6.281 -3.732
H18 6.628 -8.352 -5.897
C8 -7.689 1.879 3.692
O3 -0.953 0.909 -1.521
O4 -0.406 -0.865 0.149
H19 -6.327 -2.913 1.178
C9 -5.892 -4.595 -5.195
C10 3.569 4.759 7.609
N9 -7.655 -0.459 0.479
H20 4.220 5.165 8.385
C11 -2.285 -3.696 -0.404
C12 -10.661 -4.741 2.732
C13 1.360 -4.593 -7.358
H21 3.471 -4.537 -6.974
C14 7.896 2.443 1.135
H22 -0.688 5.731 6.881
C15 -0.080 3.701 -2.784
H23 -0.740 2.850 -2.967
F4 -2.592 -2.235 1.682
C16 -7.535 -3.130 3.380
C17 -0.352 4.787 -3.787
C18 9.493 -4.557 -5.995
C19 -11.992 -5.335 3.106
C20 5.488 2.222 4.473
C21 -0.494 6.584 7.534
H24 -1.302 7.309 7.422
N10 0.363 -4.111 -7.798
C22 -7.746 1.064 4.953
H25 -6.383 -1.516 4.179
H26 -7.501 2.927 3.935
H27 -7.628 -2.147 5.281
C23 7.608 3.528 0.134
C24 6.728 -1.172 7.505
H28 5.052 7.758 -1.336
C25 1.214 8.779 -3.499
C26 2.630 -5.208 -6.797
H29 -5.859 -4.960 -4.167
H30 -12.223 -6.173 2.446
H31 6.927 -2.134 7.029
H32 1.006 7.931 -4.154
C27 -6.879 -2.422 4.533
C28 0.818 7.219 7.170
H33 -6.138 -3.075 4.997
N11 7.387 4.396 -0.667
H34 4.772 2.757 3.847
H35 -2.376 -5.534 -5.497
C29 3.000 2.762 -1.175
F5 -2.433 -4.519 1.897
O5 -5.511 -2.722 0.625
H36 7.823 -3.438 -6.722
C30 3.754 3.729 -0.307
H37 -6.692 -3.857 -5.286
C31 4.257 7.282 0.589
H38 -6.101 -5.431 -5.865
H39 -8.636 1.802 3.156
H40 8.952 -2.509 -5.711
H41 -11.963 -5.691 4.138
C32 5.457 -0.585 6.960
H42 9.396 -2.932 -7.380
H43 7.722 2.815 2.145
C33 -7.609 0.196 -0.511
H44 -0.623 -5.783 -5.647
C34 2.525 9.410 -3.878
H45 7.563 -0.497 7.309
H46 3.416 4.748 -0.499
F6 -2.674 -5.047 -0.800
C35 6.416 -7.393 -5.420
C36 -2.878 -1.156 -1.229
H47 -7.349 2.067 -1.508
N12 6.716 0.282 3.012
H48 3.584 3.493 0.745
H49 4.963 1.765 5.310
N13 1.865 7.739 6.876
N14 -7.790 0.418 5.950
H50 6.233 2.921 4.843
C37 -4.576 -3.967 -5.556
N15 9.989 -5.571 -5.608
N16 4.452 -0.122 6.528
C38 4.369 3.914 6.658
N17 -3.533 -3.472 -5.840
H51 -0.465 6.240 8.570
H52 -6.747 0.659 -2.410
O6 -2.243 0.822 0.670
H53 -1.249 -4.398 -4.727
H54 -8.496 0.962 -2.298
H55 7.255 -6.717 -5.593
N18 5.008 3.233 5.898
C39 8.876 -3.276 -6.484
C40 -4.577 -3.717 1.028
C41 -7.546 1.025 -1.762

Cartesian forces (eV/Å) of the 3 atoms listed first:
-0.111 0.086 -0.051
0.039 -0.537 0.800
0.116 -0.025 -0.075

---

# 2
Here is a structure of composition CH10FFeO8 in a non-equilibrium geometry from OMol25. Energies are from the ωB97M-V functional and the def2-TZVPD basis.

Lowest unoccupied orbital energy (alpha / beta) (eV): 1.674 / 1.671
HOMO level (alpha / beta) (hartree): -0.0618 / -0.0610
Orbital gap (alpha / beta) (eV): 3.3550 / 3.3304
Total charge: -1
<S²>: 6.0090
Energy above the lowest of the compared OMol25 structures with the same formula, charge and spin (kJ/mol): 151.0
Multiplicity: 5

Atoms and positions in Å:
H1 2.002 0.930 1.460
O1 1.522 0.685 -1.012
H2 -2.107 -1.018 1.907
O2 2.958 0.847 1.682
H3 0.737 -2.209 1.764
H4 -2.709 -1.004 0.488
H5 1.865 -1.744 0.832
O3 -0.283 -1.588 -1.653
H6 -0.430 -2.533 -1.521
C1 -2.494 1.872 -0.967
H7 2.116 1.440 -0.926
O4 -3.444 1.732 -1.838
H8 -0.155 -1.474 -2.603
O5 -1.476 1.023 -1.039
O6 -1.871 -1.032 0.973
H9 2.002 0.044 -1.553
O7 -2.498 2.798 -0.100
Fe1 -0.150 -0.133 -0.095
F1 0.159 1.168 1.503
H10 3.298 1.742 1.599
O8 0.957 -1.547 1.100

Cartesian forces (eV/Å) of the 3 atoms listed first:
-0.587 0.190 0.543
1.056 -0.447 -0.901
0.150 0.436 -0.075

---

# 3
Here is a structure of composition C31H29AsNO2PSTi in a non-equilibrium geometry from OMol25. Energies are from the ωB97M-V functional and the def2-TZVPD basis.

Lowest unoccupied orbital energy (eV): -7.330
HOMO level (hartree): -0.5218
Orbital gap (eV): 6.8682
Total charge: +2
Energy above the lowest of the compared OMol25 structures with the same formula, charge and spin (kJ/mol): 35.6

Atoms and positions in Å:
O1 1.708 -0.737 -1.523
H1 -1.503 4.104 4.098
C1 -0.121 2.346 -4.535
C2 1.787 2.052 -0.663
H2 -0.212 -6.781 -1.643
H3 4.992 0.906 -0.676
C3 1.146 -3.581 2.541
H4 -3.341 3.067 -3.804
H5 2.342 -3.458 -0.745
S1 -3.656 -2.714 -1.084
H6 -2.623 2.308 -1.592
H7 -2.733 0.584 0.069
C4 -1.597 -1.268 -0.335
H8 0.641 -1.761 4.735
C5 3.349 3.875 -0.686
C6 1.211 -5.225 -1.227
C7 4.175 1.610 -0.670
H9 0.863 -4.348 1.816
C8 -2.321 2.747 -3.658
C9 0.303 1.941 -3.283
H10 0.950 -3.964 3.551
H11 -1.987 -3.324 2.094
H12 1.213 4.114 -0.677
C10 -3.901 -1.082 -0.638
C11 -1.166 -4.904 -1.246
C12 -1.959 -2.548 -0.762
C13 -0.053 1.865 2.038
C14 2.040 3.419 -0.668
C15 2.376 -0.233 -0.565
H13 -2.172 -5.268 -1.372
C16 -0.076 -5.740 -1.394
C17 -0.950 -3.558 -0.926
H14 5.422 3.339 -0.724
C18 -1.910 2.332 -2.402
P1 0.079 1.376 -0.611
C19 0.645 -1.019 3.930
H15 -2.431 4.885 1.954
H16 -1.671 -2.887 3.792
H17 0.668 1.039 2.032
C20 -2.747 -0.445 -0.267
H18 3.542 4.936 -0.697
C21 -1.420 3.409 0.790
H19 -4.893 -0.672 -0.677
O2 2.267 -0.800 0.558
C22 -1.251 3.594 3.183
H20 -0.069 -0.230 4.175
C23 -1.769 4.035 1.977
C24 4.408 2.977 -0.694
H21 -1.758 3.089 -5.694
C25 -0.580 1.960 -2.201
C26 -0.563 2.317 0.817
H22 -1.799 3.786 -0.147
As1 0.134 -1.924 2.255
H23 0.030 2.185 4.154
Ti1 0.424 -1.115 -0.180
C27 1.355 -3.892 -0.893
C28 -0.389 2.507 3.214
N1 0.305 -3.083 -0.726
H24 2.216 -3.372 2.448
C29 -1.666 -2.522 2.762
H25 0.574 2.348 -5.360
C30 2.867 1.158 -0.656
H26 2.081 -5.851 -1.345
C31 -1.432 2.761 -4.720
H27 1.648 -0.589 3.847
H28 1.327 1.615 -3.146
H29 -2.374 -1.693 2.678

Cartesian forces (eV/Å) of the 3 atoms listed first:
0.375 -0.465 -1.279
-0.073 0.055 0.115
-0.085 0.029 0.005

---

# 4
Here is a structure of composition C3H4LiO3Tm in a non-equilibrium geometry from OMol25. Energies are from the ωB97M-V functional and the def2-TZVPD basis.

Lowest unoccupied orbital energy (alpha / beta) (eV): -10.699 / -11.007
HOMO level (alpha / beta) (hartree): -0.6360 / -0.6357
Orbital gap (alpha / beta) (eV): 6.6078 / 6.2903
Total charge: +2
<S²>: 2.0033
Energy above the lowest of the compared OMol25 structures with the same formula, charge and spin (kJ/mol): 134.1
Multiplicity: 3

Atoms and positions in Å:
C1 -0.665 -1.832 0.609
C2 1.096 0.383 -0.203
H1 0.836 -1.324 -0.475
H2 -2.649 -1.029 0.651
H3 -2.241 -1.983 -0.842
O1 0.658 0.844 -1.245
H4 0.386 -2.200 0.577
Tm1 -1.533 0.782 -1.008
Li1 -0.107 -0.079 2.682
O2 0.706 0.733 0.905
O3 -0.720 -1.604 1.922
C3 -1.859 -1.298 -0.075

Cartesian forces (eV/Å) of the 3 atoms listed first:
-1.040 1.486 7.741
-2.084 -5.474 1.980
2.160 3.567 0.320

---

# 5
Here is a cluster of 2 separate species, C2HNOS in total in a non-equilibrium geometry from OMol25. Energies are from the ωB97M-V functional and the def2-TZVPD basis.

Lowest unoccupied orbital energy (eV): 0.297
HOMO level (hartree): -0.3617
Orbital gap (eV): 10.1407
Energy above the lowest of the compared OMol25 structures with the same formula, charge and spin (kJ/mol): 55.9

Atoms and positions in Å:
N1 -0.686 0.040 0.311
C1 -2.532 1.582 -0.477
O1 -2.488 2.401 0.289
C2 -1.420 -0.922 0.201
S1 -2.658 -1.830 -0.066
H1 0.165 -0.093 0.771

Cartesian forces (eV/Å) of the 3 atoms listed first:
-0.712 -1.167 -0.370
-0.430 0.156 -0.500
-0.033 0.388 0.306

---

# 6
Here is a cluster of 2 separate species, C3H8O in total in a non-equilibrium geometry from OMol25. Energies are from the ωB97M-V functional and the def2-TZVPD basis.

Lowest unoccupied orbital energy (eV): 0.959
HOMO level (hartree): -0.3426
Orbital gap (eV): 10.2804
Energy above the lowest of the compared OMol25 structures with the same formula, charge and spin (kJ/mol): 226.3
SMILES: [H][H].C=CCO

Atoms and positions in Å:
H1 1.302 1.403 0.132
C1 -0.326 0.281 -0.567
H2 -0.363 -2.006 0.117
H3 -1.721 0.963 0.865
C2 0.913 0.386 0.278
H4 2.702 -0.347 0.327
H5 0.656 0.277 1.343
H6 -0.176 -0.136 -1.562
H7 -2.398 0.601 -0.821
H8 -0.929 -1.517 0.172
C3 -1.535 0.666 -0.166
O1 1.875 -0.572 -0.119

Cartesian forces (eV/Å) of the 3 atoms listed first:
0.084 -0.054 0.078
-0.276 0.683 -0.118
-0.285 -0.385 0.242

---

Short version: calculated total energy = -109633.91194; -54685.27052; -142268.00680; -39030.94954; -16461.95367; -5285.80466 eV, in the order given.